i:
Here is a cluster of 2 separate species, C11H15N in total from the Open Molecules 2025 dataset. Energies are from the ωB97M-V functional and the def2-TZVPD basis.

- lowest unoccupied orbital energy (spin up / spin down) (Ha) = 0.136 / 0.131
- charge = -1
- Kohn-Sham gap (spin up / spin down) (eV) = 3.048 / 6.411
- spin multiplicity = 2

XYZ file:
```
27
C11H15N | the Open Molecules 2025 dataset | the ωB97M-V functional and the def2-TZVPD basis
C -0.02027 0.00159 2.89175
C -0.46816 -1.61966 -0.43003
C -1.03840 -0.94309 0.66774
C 0.03183 -0.69864 1.56182
C 1.21096 -1.10277 0.96802
C -1.21734 -2.10030 -1.51534
C -2.63338 -1.92219 -1.46799
C -3.14069 -0.98385 -0.55851
C -2.43524 -0.64270 0.59800
N 0.88230 -1.67001 -0.28247
H -0.69157 -2.76965 -2.19034
H -3.32598 -2.08614 -2.28982
H 1.59550 -2.09503 -0.83382
H -4.15343 -0.59933 -0.62987
H 2.24447 -0.92161 1.20603
H -2.90976 -0.16230 1.44871
H 0.07762 -0.55445 3.82740
H -0.96160 0.53986 3.00482
H 0.78579 0.74128 2.82702
C 1.88950 2.66686 -0.36264
C 2.19908 2.31957 -1.81950
H 1.66981 1.71458 0.12715
H 2.78056 3.06261 0.12800
H 0.99173 3.26267 -0.22053
H 3.12021 1.77313 -2.00918
H 1.42382 1.65070 -2.12562
H 2.09264 3.13884 -2.52080
```


ii:
Here is a cluster of 2 separate species, C11H15N in total from the Open Molecules 2025 dataset. Energies are from the ωB97M-V functional and the def2-TZVPD basis.

- lowest unoccupied orbital energy (spin up / spin down) (Ha) = 0.118 / 0.116
- charge = -1
- Kohn-Sham gap (spin up / spin down) (eV) = 2.420 / 6.162
- spin multiplicity = 2

XYZ file:
```
27
C11H15N | the Open Molecules 2025 dataset | the ωB97M-V functional and the def2-TZVPD basis
C 3.15044 -1.39328 3.09789
C 4.37516 -1.38472 2.12076
H 2.79026 -0.40133 3.35781
H 2.31286 -1.80742 2.54057
H 3.49135 -1.97883 3.93844
H 4.83767 -2.36786 2.06178
H 5.05913 -0.54542 2.09411
H 3.89866 -1.43473 1.12874
C 0.01867 -1.61894 -1.11914
C -2.26220 1.15340 -1.75241
C -1.48823 0.46506 -0.85846
C -0.65681 -0.38345 -1.67429
C -1.00057 -0.21147 -3.00747
C -3.11522 2.51583 0.01389
C -3.14533 2.19453 -1.34355
C -2.19098 1.94850 0.95650
C -1.36397 0.91061 0.49501
N -1.98761 0.78179 -3.05294
H -3.72283 3.31002 0.44395
H -3.90534 2.57603 -2.01808
H -2.08684 2.47498 1.88574
H -0.56389 0.50130 1.10891
H -2.17242 1.48226 -3.74153
H -0.63266 -0.76896 -3.85117
H -0.62600 -2.09409 -0.36944
H 0.97106 -1.47976 -0.61020
H 0.01566 -2.44404 -1.84541
```


Which one sits at the bottom of the stability order? ii does.


i:
Here is an isolated molecule of C3H3NO3 from the Open Molecules 2025 dataset. Energies are from the ωB97M-V functional and the def2-TZVPD basis.

- lowest unoccupied orbital energy (Ha) = 0.010
- charge = 0
- Kohn-Sham gap (eV) = 9.225
- spin multiplicity = 1

XYZ file:
```
10
C3H3NO3 | the Open Molecules 2025 dataset | the ωB97M-V functional and the def2-TZVPD basis
C 1.07713 -0.03098 0.02134
C 0.59267 1.17693 -0.01413
C -1.17963 -0.17199 0.06437
H 2.64032 -0.97552 0.65155
H 1.01892 2.15034 -0.09720
H 0.00337 -1.89186 -0.22597
N -0.05529 -0.91358 0.02800
O 2.36486 -0.42448 -0.10104
O -0.79404 1.11151 0.02639
O -2.34788 -0.52848 -0.04458
```


ii:
Here is an isolated molecule of C3H3NO3 from the Open Molecules 2025 dataset. Energies are from the ωB97M-V functional and the def2-TZVPD basis.

- lowest unoccupied orbital energy (Ha) = 0.013
- charge = 0
- Kohn-Sham gap (eV) = 9.255
- spin multiplicity = 1

XYZ file:
```
10
C3H3NO3 | the Open Molecules 2025 dataset | the ωB97M-V functional and the def2-TZVPD basis
C 0.42556 -0.20581 -0.01387
C 0.00331 1.04016 0.05306
C -1.75244 -0.23338 -0.24194
H 1.88860 -1.48059 0.26011
H 2.14516 0.22561 -0.02476
H 0.67985 1.88327 0.39245
N 1.64656 -0.61896 -0.29963
O -1.41765 0.94892 -0.18705
O -2.88182 -0.63231 -0.04378
O -0.73714 -0.92692 0.10543
```


iii:
Here is an isolated molecule of C3H3NO3 from the Open Molecules 2025 dataset. Energies are from the ωB97M-V functional and the def2-TZVPD basis.

- lowest unoccupied orbital energy (Ha) = 0.007
- charge = 0
- Kohn-Sham gap (eV) = 10.260
- spin multiplicity = 1

XYZ file:
```
10
C3H3NO3 | the Open Molecules 2025 dataset | the ωB97M-V functional and the def2-TZVPD basis
N 1.28146 0.44482 -0.78922
C 0.41964 0.30754 0.10406
O -0.92905 -0.07552 -0.00849
C -1.18531 -1.19408 -0.72083
O -0.37116 -1.82713 -1.33149
C 0.63813 0.95822 1.43922
O 0.07767 2.00251 1.20072
H 1.04203 -0.07531 -1.62310
H -2.24912 -1.44584 -0.63376
H 1.27571 0.90478 2.36290
```


Which one sits at the bottom of the stability order? ii does.


i:
Here is a cluster of 2 separate species, C3H3NO3 in total from the Open Molecules 2025 dataset. Energies are from the ωB97M-V functional and the def2-TZVPD basis.

- lowest unoccupied orbital energy (Ha) = 0.032
- charge = 0
- Kohn-Sham gap (eV) = 10.343
- spin multiplicity = 1

XYZ file:
```
10
C3H3NO3 | the Open Molecules 2025 dataset | the ωB97M-V functional and the def2-TZVPD basis
N -0.44167 -1.45299 0.60991
C -0.11046 -0.26735 0.15093
O -0.85746 0.69908 0.73966
C -0.51290 1.95227 0.26800
O -1.03354 2.94101 0.67566
C 1.63685 -1.34859 -1.41160
O 2.11359 -0.53591 -2.04883
H -1.15648 -1.65187 1.30453
H 0.27519 1.88175 -0.49744
H 0.08689 -2.21740 0.20918
```


ii:
Here is an isolated molecule of C3H3NO3 from the Open Molecules 2025 dataset. Energies are from the ωB97M-V functional and the def2-TZVPD basis.

- lowest unoccupied orbital energy (Ha) = -0.005
- charge = 0
- Kohn-Sham gap (eV) = 10.523
- spin multiplicity = 1

XYZ file:
```
10
C3H3NO3 | the Open Molecules 2025 dataset | the ωB97M-V functional and the def2-TZVPD basis
C 1.25499 0.02428 -0.13103
C -0.80160 -1.04914 0.11844
C 0.32437 1.25666 -0.02120
H -1.32710 -1.93774 -0.28187
H -0.84680 -0.89922 1.17068
H 0.84386 2.22539 0.19494
N -0.93637 1.29704 -0.17469
O 2.46673 0.08421 -0.18768
O 0.52505 -1.08886 -0.30121
O -1.50315 0.08737 -0.38640
```


Which one sits at the bottom of the stability order? ii does.


i:
Here is an isolated molecule of C3H3NO3 from the Open Molecules 2025 dataset. Energies are from the ωB97M-V functional and the def2-TZVPD basis.

- lowest unoccupied orbital energy (Ha) = 0.027
- charge = 0
- Kohn-Sham gap (eV) = 9.466
- spin multiplicity = 1

XYZ file:
```
10
C3H3NO3 | the Open Molecules 2025 dataset | the ωB97M-V functional and the def2-TZVPD basis
N -1.18079 0.94503 -1.07671
C -0.25157 0.34305 -0.21803
O 1.07939 0.31320 -0.47595
C 1.80549 -0.44278 0.38139
O 1.36274 -0.98630 1.35229
C -1.16064 -0.15166 0.61920
O -2.22636 0.16841 -0.22213
H -1.03974 0.68071 -2.06783
H 2.84672 -0.45812 0.04461
H -1.23525 -0.41154 1.66314
```


ii:
Here is an isolated molecule of C3H3NO3 from the Open Molecules 2025 dataset. Energies are from the ωB97M-V functional and the def2-TZVPD basis.

- lowest unoccupied orbital energy (Ha) = -0.014
- charge = 0
- Kohn-Sham gap (eV) = 10.449
- spin multiplicity = 1

XYZ file:
```
10
C3H3NO3 | the Open Molecules 2025 dataset | the ωB97M-V functional and the def2-TZVPD basis
N 1.74729 -0.53293 0.74266
C 0.62334 -0.06199 0.43694
O 0.40448 0.73918 -0.66929
C -0.59400 0.32584 -1.49886
O -1.04917 -0.77996 -1.50603
C -0.59321 -0.17398 1.33208
O -1.56909 0.49950 1.12116
H 2.43292 -0.29608 0.01960
H -0.87479 1.15183 -2.16112
H -0.52778 -0.87140 2.18287
```


iii:
Here is an isolated molecule of C3H3NO3 from the Open Molecules 2025 dataset. Energies are from the ωB97M-V functional and the def2-TZVPD basis.

- lowest unoccupied orbital energy (Ha) = -0.012
- charge = 0
- Kohn-Sham gap (eV) = 9.248
- spin multiplicity = 1

XYZ file:
```
10
C3H3NO3 | the Open Molecules 2025 dataset | the ωB97M-V functional and the def2-TZVPD basis
C -2.14264 0.55233 -0.15871
C 0.11113 -0.52374 0.36054
C -0.99975 0.07617 -0.52367
N 2.38299 -0.20776 -0.11052
O 1.19785 0.29020 0.54178
O -3.16122 0.86503 0.30067
O 3.20662 0.64688 -0.13712
H -0.45550 -0.67888 1.27652
H 0.40185 -1.40782 -0.01729
H -0.54133 0.38758 -1.53221
```


Which one sits at the bottom of the stability order? iii does.


i:
Here is an isolated molecule of C3H3NO3 from the Open Molecules 2025 dataset. Energies are from the ωB97M-V functional and the def2-TZVPD basis.

- lowest unoccupied orbital energy (Ha) = -0.020
- charge = 0
- Kohn-Sham gap (eV) = 8.668
- spin multiplicity = 1

XYZ file:
```
10
C3H3NO3 | the Open Molecules 2025 dataset | the ωB97M-V functional and the def2-TZVPD basis
C -0.43126 1.00051 -0.45366
C -0.51706 -0.42726 -0.10877
O 0.36090 1.25924 0.65911
O -1.61972 -1.07614 0.07123
C 1.66160 -0.22056 0.42583
O 0.59024 -1.07334 0.16045
N 2.81482 -0.18036 0.57730
H -1.46571 -1.92187 0.53226
H 0.03571 1.18639 -1.43500
H -1.42953 1.45339 -0.42875
```


ii:
Here is an isolated molecule of C3H3NO3 from the Open Molecules 2025 dataset. Energies are from the ωB97M-V functional and the def2-TZVPD basis.

- lowest unoccupied orbital energy (Ha) = -0.032
- charge = 0
- Kohn-Sham gap (eV) = 10.213
- spin multiplicity = 1

XYZ file:
```
10
C3H3NO3 | the Open Molecules 2025 dataset | the ωB97M-V functional and the def2-TZVPD basis
N -1.13581 1.30233 -1.15641
C -0.38990 0.60570 -0.42549
O 0.95262 0.71961 -0.18869
C 1.32420 -0.55250 0.27093
O 2.28984 -0.83803 0.88677
C -0.90254 -0.45206 0.54013
O -0.31643 -0.52135 1.60309
H -0.63177 2.06598 -1.61153
H 0.59228 -1.27803 -0.22475
H -1.78248 -1.05165 0.30595
```


Which one sits at the bottom of the stability order? i does.


i:
Here is the ion C6H12N5 with charge +1 from the Open Molecules 2025 dataset. Energies are from the ωB97M-V functional and the def2-TZVPD basis.

- lowest unoccupied orbital energy (Ha) = -0.224
- charge = +1
- Kohn-Sham gap (eV) = 6.630
- spin multiplicity = 1

XYZ file:
```
23
C6H12N5 | the Open Molecules 2025 dataset | the ωB97M-V functional and the def2-TZVPD basis
C -0.39570 0.33674 0.07504
C -2.39376 -0.65994 0.28764
C 1.95032 -0.77654 0.15418
C 3.46473 -0.55602 -0.05929
C -1.32665 1.53371 0.25498
C 1.04392 0.42369 -0.00984
N -0.95460 -0.79386 0.28135
N 1.70590 -1.99104 0.30358
N 1.64449 1.54339 -0.31622
N -2.57751 0.82398 0.50401
N -3.08480 -1.22922 -0.76339
H -2.53696 -1.28079 1.28387
H 4.00012 -1.46754 0.12378
H 3.58996 -0.24460 -0.98839
H 3.78927 -0.04381 0.80723
H -1.24408 2.13790 -0.67342
H -1.10483 2.00642 1.15663
H 0.71768 -2.19250 0.38936
H 2.63272 1.76253 -0.30283
H 1.09726 2.37789 -0.42303
H -3.44542 1.11313 0.06036
H -2.67538 -1.15692 -1.67513
H -3.89669 -1.66662 -0.47046
```


ii:
Here is the ion C6H12N5 with charge +1 from the Open Molecules 2025 dataset. Energies are from the ωB97M-V functional and the def2-TZVPD basis.

- lowest unoccupied orbital energy (Ha) = -0.170
- charge = +1
- Kohn-Sham gap (eV) = 8.248
- spin multiplicity = 1

XYZ file:
```
23
C6H12N5 | the Open Molecules 2025 dataset | the ωB97M-V functional and the def2-TZVPD basis
C 0.04512 -1.16731 -0.37054
C -1.38217 -0.94856 -0.35792
C 2.21103 -1.59345 -0.40711
C -1.21006 1.48807 -0.87675
C 0.84090 0.40542 -0.04849
C 0.72188 0.87708 1.35987
N 0.88474 -2.10177 -0.49182
N 2.16375 -0.09770 -0.48534
N 0.21564 1.34514 -0.89909
N -1.94263 0.22059 -0.67076
N -2.09088 -1.88541 0.39041
H 2.67547 -1.85142 0.45320
H 2.87025 -1.76505 -1.32501
H -1.41595 2.03381 0.07048
H -1.72210 1.84484 -1.70195
H 1.23534 1.91706 1.57102
H 1.25734 0.16679 2.14632
H -0.28037 0.85682 1.56769
H 2.41090 0.26163 -1.40634
H 0.64945 1.30660 -1.80251
H -2.83031 0.21940 -0.20112
H -1.88908 -2.85889 0.40395
H -3.08887 -1.90503 0.42580
```


Which one sits at the bottom of the stability order? i does.